The following is a DFT calculation (ωB97M-V with the def2-TZVPD basis set) of a molecular structure, C26H33BN7O7W.

CARTESIAN COORDINATES (ANGSTROEM)
W1 -0.038885 -0.619781 -0.752567
C1 -1.766968 -2.399602 1.950746
C2 -0.813943 -1.308753 2.314741
C3 -0.519001 -0.894420 3.610655
C4 0.424189 0.110702 3.489984
C5 1.110693 0.893474 4.556035
N1 0.662561 0.289439 2.184409
N2 -0.096129 -0.569294 1.453832
B1 1.715836 1.151393 1.479219
N3 1.000641 2.074621 0.492581
N4 0.223407 1.542366 -0.488007
C6 -0.287971 2.561334 -1.197092
C7 -1.193707 2.427277 -2.373083
C8 0.164137 3.756725 -0.649087
C9 0.980139 3.410876 0.414258
C10 1.741774 4.290051 1.345837
N5 2.608001 0.201973 0.648986
N6 2.064039 -0.502274 -0.381384
C11 3.053775 -1.208191 -0.965868
C12 2.839227 -2.122832 -2.120291
C13 4.238033 -0.937408 -0.302183
C14 3.918876 -0.044625 0.713297
C15 4.810294 0.583857 1.727595
H1 -1.371613 -3.354550 2.298933
H2 -1.950333 -2.487032 0.885861
H3 -2.725754 -2.239000 2.444392
H4 -0.933023 -1.288407 4.523197
H5 0.712666 0.609949 5.527453
H6 0.961432 1.964647 4.422075
H7 2.183994 0.702961 4.558868
H8 2.363028 1.768362 2.261800
H9 -1.821055 1.539371 -2.320153
H10 -0.615740 2.372890 -3.297091
H11 -1.838962 3.302851 -2.425409
H12 -0.068097 4.750624 -0.991488
H13 1.566708 5.331498 1.086710
H14 2.812759 4.097698 1.283065
H15 1.434527 4.136242 2.380291
H16 2.205922 -1.672901 -2.883800
H17 2.386853 -3.062015 -1.797268
H18 3.796677 -2.358732 -2.578913
H19 5.211205 -1.334933 -0.532665
H20 5.819304 0.194721 1.617018
H21 4.466884 0.370298 2.739349
H22 4.842877 1.666313 1.604048
C16 -4.163728 0.582796 2.100398
C17 -3.444598 1.045335 0.835974
C18 -4.342810 1.943139 -0.018080
O1 -2.223845 1.688201 1.148656
C19 -3.112754 -0.177266 -0.007350
O2 -3.891714 -1.005558 -0.346888
O3 -1.829816 -0.230956 -0.524176
H23 -4.523184 1.457456 2.644622
H24 -3.474415 0.035731 2.744145
H25 -5.017002 -0.047982 1.857272
H26 -4.588128 2.839896 0.553842
H27 -5.270383 1.432553 -0.272010
H28 -3.837195 2.245324 -0.935615
H29 -2.430309 2.510424 1.607285
O4 0.167797 -4.692577 -0.191049
C20 0.008799 -3.674324 -0.782128
O5 0.232113 -2.448010 -0.166298
C21 -0.395176 -3.410137 -2.166851
C22 -0.302016 -4.268885 -3.187474
C23 -0.482669 -3.796797 -4.557490
C24 -0.464452 -2.482307 -4.829747
C25 -0.379056 -1.562762 -3.713086
C26 -0.756458 -1.996980 -2.372195
N7 0.170498 -0.393347 -3.789400
O6 0.514155 0.314947 -4.711736
O7 0.398498 0.155869 -2.480884
H30 -0.029675 -5.300963 -3.005515
H31 -0.528264 -4.521185 -5.357969
H32 -0.453940 -2.091495 -5.838049
H33 -1.829574 -1.847902 -2.197061

Force components x, y, z for each atom (eV/Å):
W -0.01 0.01 -0.43
C 0.00 -0.01 0.00
C -0.05 0.06 0.02
C 0.00 0.02 -0.01
C -0.02 -0.02 -0.01
C 0.00 0.00 0.01
N 0.00 0.02 -0.01
N 0.10 -0.07 0.09
B -0.01 -0.02 0.01
N -0.06 0.00 0.03
N 0.11 0.03 -0.05
C -0.07 0.05 0.02
C -0.01 -0.01 -0.02
C -0.01 -0.01 0.01
C 0.00 -0.01 -0.01
C 0.00 0.01 0.00
N -0.02 0.04 -0.06
N -0.03 -0.08 0.10
C 0.01 0.03 0.00
C 0.00 -0.01 0.01
C 0.00 -0.01 -0.01
C 0.00 0.01 0.00
C 0.01 0.00 0.00
H 0.01 -0.01 -0.05
H -0.03 0.02 0.00
H 0.02 -0.01 0.03
H 0.00 0.00 0.00
H 0.00 0.00 0.00
H 0.00 0.00 0.00
H 0.00 0.00 0.00
H 0.02 0.00 0.01
H -0.01 0.02 0.01
H 0.00 0.00 0.01
H 0.00 0.01 -0.02
H 0.00 0.00 0.00
H 0.00 0.00 0.00
H 0.00 0.00 0.00
H 0.00 0.00 0.00
H 0.00 0.00 -0.01
H 0.01 0.01 0.00
H 0.00 0.00 0.00
H 0.00 0.00 0.00
H 0.00 0.00 0.00
H 0.00 0.00 0.00
H 0.00 0.00 0.00
C 0.01 0.03 0.02
C -0.03 -0.10 0.12
C 0.00 0.00 -0.01
O 0.05 0.05 0.02
C -0.06 0.25 -0.41
O 0.01 -0.14 0.16
O 0.08 -0.10 0.13
H 0.00 0.00 0.01
H -0.01 0.00 -0.01
H 0.00 0.00 -0.01
H 0.00 0.00 0.00
H 0.01 -0.01 0.00
H 0.01 -0.01 0.01
H 0.01 0.00 -0.01
O 0.02 -0.01 -0.04
C -0.06 0.11 0.02
O 0.05 -0.04 0.01
C 0.03 -0.05 0.12
C -0.01 -0.02 -0.13
C -0.01 -0.20 0.08
C -0.02 0.23 0.02
C -0.10 -0.35 -0.11
C -0.09 0.21 0.16
N 0.06 0.18 0.12
O 0.05 0.09 -0.12
O 0.06 -0.12 0.22
H 0.01 -0.01 0.01
H 0.01 0.00 -0.02
H 0.01 0.00 0.00
H -0.03 -0.07 -0.07

## Properties
Orbital gap (spin up / spin down) = 6.3880 / 6.3884 eV
HOMO energy (spin up / spin down) = -10.96 / -10.96 eV
Charge = +1
Maximum force = 0.0093 hartree/bohr

Results of the Mulliken charge analysis, in e, for atoms 1 through 2: 0.632, -1.256